[1]
{"formula": "C4H8O2", "method": "ωB97M-V/def2-TZVPD", "e_tot_ev": -8369.111, "relative_energy_kcal_mol": 96.2, "orbital_gap_ev": 9.72, "species": ["O", "O", "C", "C", "C", "C", "H", "H", "H", "H", "H", "H", "H", "H"], "coordinates": [[0.429870, -0.725292, 0.815968], [-0.093711, 0.208991, -1.207094], [-0.562542, -0.697927, -0.175502], [-1.875794, -0.206800, 0.390841], [1.630525, -0.250996, 0.208355], [1.082746, 0.750267, -0.773595], [-1.742529, 0.812667, 0.762320], [2.174104, -1.091043, -0.254870], [-0.659339, -1.681748, -0.661014], [-2.202158, -0.845117, 1.217013], [2.256310, 0.226139, 0.957714], [1.366609, 1.766680, -0.986595], [0.843691, 1.946592, 0.091862], [-2.647788, -0.212408, -0.385406]], "atomic_forces_ev_per_a": [[0.088, -0.057, 0.028], [0.008, 0.282, -0.127], [-0.249, 0.045, -0.202], [0.038, 0.001, -0.012], [0.345, 0.482, -0.088], [-0.958, 1.599, 2.584], [-0.015, -0.101, -0.031], [-0.172, 0.266, -0.100], [0.037, 0.172, 0.068], [0.099, 0.051, -0.114], [0.003, -0.177, 0.099], [1.292, -0.345, -2.407], [-0.678, -2.211, 0.192], [0.162, -0.009, 0.109]], "lowdin_charge": [-0.073, -0.060, -0.400, -0.006, -0.175, -0.185, 0.088, 0.128, 0.156, 0.088, 0.123, 0.053, 0.175, 0.087]}


[2]
{"formula": "C4H3Cl2NO2", "method": "ωB97M-V/def2-TZVPD", "e_tot_ev": -34822.511, "relative_energy_kcal_mol": 0.0, "orbital_gap_ev": [8.03, 8.02], "smiles": "C=CC(=O)[N+]([O-])=C(Cl)Cl", "species": ["Cl", "Cl", "O", "O", "N", "C", "C", "C", "C", "H", "H", "H"], "coordinates": [[-3.598319, -1.390338, -0.480929], [-2.673312, 1.466612, 0.134114], [0.176824, 1.214346, -1.345463], [-0.667261, -1.695659, -0.612789], [-1.004036, -0.511687, -0.365400], [2.393327, 0.405163, 0.555984], [0.180827, 0.407984, -0.491666], [-2.360390, -0.165724, -0.325232], [1.140182, -0.022758, 0.522436], [2.990584, -0.039506, 1.362328], [2.680046, 1.133134, -0.136019], [0.741527, -0.801564, 1.182635]], "atomic_forces_ev_per_a": [[1.379, 1.320, 0.193], [-0.394, -0.615, -0.210], [0.496, 0.811, -0.616], [0.555, -0.515, 0.130], [-5.488, -0.174, -0.866], [-0.989, -1.364, 1.617], [-0.845, -0.438, 0.927], [3.621, -0.453, 0.330], [-0.007, -0.586, 0.126], [0.300, 0.661, -0.659], [0.975, 0.935, -0.797], [0.397, 0.418, -0.174]], "lowdin_charge": [0.668, 0.669, 0.176, -0.073, -0.285, 0.093, -0.401, -1.031, -0.085, 0.086, 0.063, 0.121]}


[3]
{"formula": "H80O40", "method": "ωB97M-V/def2-TZVPD", "e_tot_ev": -83186.237, "relative_energy_kcal_mol": 451.5, "orbital_gap_ev": 9.68, "species": ["O", "O", "O", "O", "O", "O", "O", "O", "O", "O", "O", "O", "O", "O", "O", "O", "O", "O", "O", "O", "O", "O", "O", "O", "O", "O", "O", "O", "O", "O", "O", "O", "O", "O", "O", "O", "O", "O", "O", "O", "H", "H", "H", "H", "H", "H", "H", "H", "H", "H", "H", "H", "H", "H", "H", "H", "H", "H", "H", "H", "H", "H", "H", "H", "H", "H", "H", "H", "H", "H", "H", "H", "H", "H", "H", "H", "H", "H", "H", "H", "H", "H", "H", "H", "H", "H", "H", "H", "H", "H", "H", "H", "H", "H", "H", "H", "H", "H", "H", "H", "H", "H", "H", "H", "H", "H", "H", "H", "H", "H", "H", "H", "H", "H", "H", "H", "H", "H", "H", "H"], "coordinates": [[-1.875020, -5.677947, -1.402274], [-5.303247, -2.714937, 1.012783], [3.474394, 0.056489, 0.507167], [-1.561946, -2.340465, -0.572356], [1.875651, 1.630267, 5.047004], [0.593225, 0.671899, 3.094124], [-0.291129, -5.081393, 2.800125], [0.702616, 0.235324, -1.227904], [-2.317011, 2.782091, 1.073628], [6.255969, -1.073189, 2.160193], [1.926198, -2.626969, -2.610940], [-0.255788, 2.010848, -4.317155], [-5.602326, -0.424951, -0.880254], [3.039893, 1.623882, -1.775966], [-1.785745, 1.137080, -1.008755], [2.765122, 3.401075, 0.221478], [-3.226683, -2.364937, -3.922702], [-3.793214, 4.392093, -1.051073], [-5.438787, 2.682889, 1.521940], [4.591108, 0.684375, 3.156589], [0.091125, 5.641955, -1.478170], [3.156414, 2.984650, -4.302868], [-4.733646, -2.190836, 3.494865], [-0.695009, 3.074301, 3.184680], [6.358735, 1.536239, 0.230074], [3.408402, -1.705145, 3.352103], [-0.911087, -3.216833, -3.481074], [4.209336, -1.899891, -1.253577], [3.566275, -5.171735, -1.169582], [0.133456, -0.607691, -4.572146], [1.972638, -3.205885, -0.131349], [-2.068888, -2.593428, 2.418165], [-5.391407, 0.356833, 3.008793], [-3.540784, 1.376434, -3.181765], [-2.604923, -1.285709, 4.878685], [3.548098, -0.967127, -4.817512], [-0.593900, 3.167175, -1.655781], [0.483767, -4.727954, -1.998875], [-1.256872, 5.746928, 3.256764], [2.047562, 4.408657, 3.643611], [-1.069746, 0.615090, -1.185122], [6.567622, 2.516926, 0.160344], [3.904315, -4.714354, -1.879712], [-0.555602, -4.159471, 3.176684], [2.293202, 1.246812, -1.988380], [-1.619262, 3.040329, 2.572248], [1.631267, 4.839401, 4.434264], [-0.205269, 2.520130, 2.729882], [-5.198599, -1.141729, -1.194189], [4.320726, -1.610145, 3.839998], [2.958108, -2.677974, -2.421414], [0.359817, 5.196515, -2.300532], [-3.017889, 1.007464, -3.910025], [1.159844, -3.104334, -0.683579], [-5.099358, 0.226505, -0.669651], [4.732427, -2.155961, -0.608426], [-0.274827, 3.894384, -1.194311], [-3.455005, 5.090679, -1.610705], [-0.790902, -1.867054, -0.759812], [1.160095, 1.961952, 4.409027], [-4.541824, 4.043364, -1.325691], [2.588539, -1.392642, -4.811697], [1.674510, -1.894820, -2.061917], [2.788753, 0.545933, 0.130075], [3.372021, 2.329478, -4.938128], [-1.510501, -5.626142, -2.125747], [-5.435168, -3.569695, 1.058450], [1.651673, -3.631584, 0.703402], [-5.100638, 2.555524, 2.481221], [-2.208736, -2.125581, -3.840480], [1.100321, -5.406400, -1.558265], [0.502805, -5.378468, 3.193889], [-0.504916, -0.075697, -4.191291], [-1.437252, 3.625434, -1.646008], [2.797176, -0.990906, 3.490309], [-2.897623, -2.118932, 5.349427], [-2.390710, 2.347680, 0.025078], [0.024380, -0.365126, -5.639596], [-1.236502, -5.887486, -0.881578], [-1.492387, -2.863228, 1.857102], [-5.429608, -0.555858, 3.204496], [-0.860064, 4.831626, 3.172840], [-4.596496, 0.742628, 3.215272], [0.323950, 0.997485, -1.399614], [3.061275, 2.557888, -3.466033], [0.077663, -0.472593, -1.254250], [-4.924643, -2.381204, 0.164306], [-0.672063, 2.720832, -3.787022], [5.304268, 0.175927, 3.375476], [-1.421700, -3.249733, -0.893091], [-0.215512, 6.444302, -1.637243], [-3.043110, -3.242444, -3.750266], [-3.022800, 3.348535, 1.113332], [-1.671291, -2.180509, 3.226900], [-1.030014, -2.477194, -4.212994], [-2.478874, 0.469566, -0.864500], [-1.775280, 6.002528, 2.535661], [3.999218, 0.132598, -0.307525], [4.142912, 0.827965, 4.050776], [-3.984021, -2.706933, 3.571556], [-5.718596, 1.876166, 1.153327], [2.908863, -4.425462, -0.653770], [1.732767, 3.556247, 3.682471], [2.550501, 2.905367, 1.012068], [5.417439, -1.218996, 1.942672], [-0.259343, 0.729871, 2.800164], [2.332525, 4.246214, 0.295360], [3.393962, -1.434924, -0.866836], [5.357579, 1.397796, 0.035575], [0.620686, 2.458604, -4.294744], [-0.531839, -4.162178, -3.821543], [2.883640, 2.429597, -1.251130], [6.741793, -0.514842, 1.443072], [-5.017736, -2.196804, 2.529533], [1.535155, 1.889074, 5.797190], [1.226937, 0.003818, 2.450755], [-4.368422, 1.158336, -3.532974], [0.880848, -4.082079, -2.443307], [-3.281493, -0.926113, 4.413185], [3.313471, -0.245483, -4.185031]], "atomic_forces_ev_per_a": [[-12.079, 0.994, 6.573], [1.149, 7.553, -1.218], [1.684, -0.879, -0.125], [-1.790, -1.189, 0.671], [1.155, -0.795, -7.164], [6.435, -2.999, -1.654], [-2.156, 2.801, -0.232], [4.306, -5.798, 1.496], [2.082, -3.628, -4.059], [7.429, 1.765, -0.061], [3.012, -0.289, -0.584], [0.601, 1.927, 0.708], [-8.197, -2.106, -0.043], [6.527, 3.139, 1.133], [-4.239, 0.590, 0.928], [0.204, -0.365, -0.538], [2.313, 3.971, -0.482], [6.220, 2.281, 2.696], [1.670, 2.389, 2.510], [-4.113, 3.056, 1.703], [2.435, -5.810, 0.951], [-0.724, 1.730, -0.347], [-3.304, 1.634, -0.714], [-7.197, 3.980, 1.693], [-1.804, 0.955, -0.668], [2.502, -1.900, 0.751], [1.292, -1.332, -2.220], [-5.524, 2.961, -5.184], [-3.737, 0.641, 4.441], [1.396, -1.683, -5.741], [-1.527, -0.250, 1.476], [-5.612, 3.022, 6.925], [-3.525, 0.996, -1.519], [1.836, 0.081, -0.142], [3.901, -2.966, 3.236], [-3.771, -0.273, 0.870], [-0.728, -0.957, -1.299], [-2.494, -6.638, 4.234], [1.730, -1.130, 2.157], [0.529, 3.695, 0.874], [2.155, -1.424, -0.457], [-0.806, -1.920, 0.091], [1.268, 1.648, -2.501], [0.913, -2.707, -0.743], [-6.325, -3.123, -1.601], [3.391, -0.041, 1.841], [0.576, -0.442, -1.209], [4.116, -3.999, -3.604], [2.857, -3.830, -2.267], [-3.293, 0.323, -1.291], [-2.621, 0.205, -0.426], [-0.143, 0.771, 0.240], [0.549, 0.248, 0.415], [0.941, -0.737, 0.550], [5.424, 6.138, 1.899], [3.743, -1.988, 5.185], [2.605, 1.877, 1.948], [-0.566, -0.005, -0.291], [1.718, 0.588, -0.414], [1.581, -1.399, 1.139], [-5.540, -2.240, -2.417], [2.913, 0.846, -0.212], [-0.167, 0.830, 0.008], [-2.600, 1.457, -0.295], [0.405, -0.999, -0.826], [5.566, 1.129, -12.048], [-0.778, -6.847, -0.282], [0.306, 0.654, -0.703], [-1.342, -0.137, -2.817], [-4.519, 0.211, 0.181], [-0.688, 2.003, -1.530], [1.289, -0.138, 0.928], [-1.832, 2.300, 1.225], [-1.623, -1.072, -0.623], [0.571, 0.799, 0.673], [0.100, 1.825, -0.912], [0.894, 1.537, 4.352], [0.495, -0.874, 4.399], [6.033, -2.082, 5.748], [6.038, -2.539, -5.838], [0.601, -1.354, 0.813], [-0.728, 1.281, -0.368], [3.007, 0.644, 0.916], [-2.781, 6.295, -1.496], [0.306, -0.763, 1.089], [-0.291, -0.437, -0.294], [-0.554, -1.015, 1.377], [-0.624, -0.784, -0.034], [3.402, -2.012, 0.454], [-0.054, 0.191, -0.255], [-2.003, 5.699, -1.327], [-0.159, -3.334, 0.654], [-3.128, 2.306, -0.024], [-0.428, -0.279, -1.057], [2.288, -3.034, 1.137], [-0.031, 0.299, -0.182], [-0.967, 0.079, -1.784], [0.704, -0.393, 0.345], [0.661, 0.153, -1.819], [2.365, -1.651, -0.331], [-0.495, -1.886, 0.167], [2.611, -2.397, -2.151], [-0.895, -2.960, 0.181], [0.054, 0.014, 0.423], [-5.617, -0.600, -1.951], [-3.543, -0.556, -1.680], [-0.256, 0.547, 0.257], [2.142, -1.338, -0.082], [2.720, 0.967, 0.734], [-0.002, -1.012, -0.606], [-1.301, 3.821, 0.573], [-0.150, -0.043, 0.304], [-1.781, -1.317, 1.852], [0.825, -0.537, 1.041], [-2.400, 2.012, 6.747], [-3.241, 2.992, 2.486], [-2.590, -0.342, -0.358], [3.679, 4.126, -2.722], [-3.650, 1.154, -2.014], [0.804, -0.559, -0.562]], "lowdin_charge": [0.131, 0.041, -0.036, 0.004, -0.011, -0.077, -0.072, 0.069, -0.107, -0.034, -0.088, -0.076, 0.108, 0.013, -0.030, -0.008, -0.081, 0.038, -0.066, -0.065, 0.027, -0.024, -0.078, -0.081, -0.108, -0.095, -0.169, -0.007, -0.117, -0.092, -0.074, 0.010, 0.004, -0.027, -0.025, -0.115, -0.034, -0.058, -0.071, -0.031, -0.051, 0.075, -0.045, 0.069, -0.074, 0.123, 0.082, -0.099, -0.031, 0.102, 0.103, 0.079, 0.043, 0.041, -0.067, -0.026, -0.025, 0.057, -0.038, 0.043, -0.036, 0.072, 0.000, -0.030, 0.019, -0.122, -0.016, 0.104, 0.085, 0.031, 0.123, 0.005, -0.058, 0.041, -0.015, 0.099, 0.138, 0.178, -0.052, -0.104, -0.017, 0.004, -0.015, -0.052, -0.034, 0.029, 0.083, 0.031, -0.056, 0.040, -0.020, -0.031, -0.045, 0.057, 0.077, 0.087, -0.018, 0.020, 0.074, -0.025, -0.016, 0.079, -0.072, 0.055, -0.084, -0.023, 0.059, 0.062, 0.052, 0.044, 0.159, 0.036, 0.106, 0.027, -0.049, 0.184, 0.012, -0.097, -0.049, 0.018]}